Entry i
C4H8N2OS | the ωB97M-V functional and the def2-TZVPD basis

Computed properties:
**Gap between HOMO and LUMO**: 9.28 eV
**Spin multiplicity**: 1
**SMILES**: [H]/N=C(\NO)C(=C)CS

Last column: natural (NBO) charge in e.
Atoms and positions in Å:
H 2.796 0.246 -0.387  0.38
N 1.910 0.837 -0.020  -0.65
C 0.818 0.216 -0.438  0.34
N 0.969 -0.658 -1.475  -0.32
O 2.346 -1.338 -1.070  -0.61
C -0.537 0.504 0.139  -0.09
C -1.453 0.285 -0.846  -0.37
C -0.623 0.860 1.525  -0.62
S -2.244 0.870 2.110  0.02
H 0.243 -1.367 -1.429  0.36
H 2.259 -1.982 -0.257  0.47
H -0.914 -0.245 -1.745  0.18
H -2.736 0.356 -1.171  0.26
H -0.095 0.006 2.043  0.24
H -0.150 1.903 1.811  0.29
H -2.589 -0.492 1.210  0.13


Entry ii
C4H8N2OS | the ωB97M-V functional and the def2-TZVPD basis

Computed properties:
**Gap between HOMO and LUMO**: 9.67 eV
**Spin multiplicity**: 1
**SMILES**: [H]/N=C1/SCON1CC

Last column: natural (NBO) charge in e.
Atoms and positions in Å:
H 1.430 -1.251 -1.673  0.33
N 1.679 -1.849 -0.884  -0.67
C 0.969 -1.381 0.068  0.26
S 1.374 -1.826 1.741  0.24
C -0.083 -0.868 2.242  -0.22
O -0.200 0.260 1.335  -0.37
N -0.071 -0.317 0.064  -0.20
C 0.037 0.585 -1.119  -0.25
C -1.060 1.669 -1.083  -0.63
H -0.921 -1.508 2.082  0.19
H -0.120 -0.461 3.278  0.23
H 1.022 1.116 -0.948  0.19
H -0.055 -0.111 -1.984  0.22
H -2.198 1.191 -0.993  0.22
H -1.060 2.372 -1.920  0.22
H -0.745 2.379 -0.206  0.23


Which one sits at the top of the stability order? entry ii does.


Entry i
C3H8O2 | the ωB97M-V functional and the def2-TZVPD basis

Computed properties:
**Gap between HOMO and LUMO**: 10.78 eV
**Spin multiplicity**: 1
**SMILES**: CCC=O.O

Last column: natural (NBO) charge in e.
Atoms and positions in Å:
C -2.863 1.252 -0.168  -0.60
C -1.466 1.871 0.016  -0.51
C -0.324 0.885 0.010  0.43
O -0.480 -0.129 0.652  -0.52
H -2.840 0.863 -1.194  0.21
H -3.181 0.544 0.598  0.23
H -3.635 2.029 -0.103  0.21
H -1.367 2.312 1.040  0.23
H -1.338 2.691 -0.694  0.21
H 0.448 0.961 -0.750  0.12
O 5.994 -4.681 0.281  -0.93
H 5.763 -3.849 0.690  0.46
H 5.290 -4.748 -0.379  0.46


Entry ii
C3H8O2 | the ωB97M-V functional and the def2-TZVPD basis

Computed properties:
**Gap between HOMO and LUMO**: 8.16 eV
**Spin multiplicity**: 1

Last column: natural (NBO) charge in e.
Atoms and positions in Å:
C -2.013 0.173 -0.455  -0.24
C 0.052 -0.153 1.004  -0.31
O -0.586 0.216 -0.459  -0.54
C 1.463 0.190 0.688  -0.18
O 1.920 -0.480 -0.520  -0.78
H -2.314 0.960 0.233  0.22
H -2.373 -0.791 -0.085  0.19
H -2.378 0.373 -1.466  0.19
H -0.028 -1.255 0.922  0.12
H -0.160 -0.358 -1.123  0.53
H 1.587 1.275 0.552  0.16
H 2.072 -0.117 1.551  0.19
H 2.668 0.019 -0.873  0.47


Which one sits at the top of the stability order? entry i does.


Entry i
C3H8O2 | the ωB97M-V functional and the def2-TZVPD basis

Computed properties:
**Gap between HOMO and LUMO**: 11.65 eV
**Spin multiplicity**: 1
**SMILES**: O=CO.CC

Last column: natural (NBO) charge in e.
Atoms and positions in Å:
O -0.562 -3.428 0.099  -0.58
C -0.908 -2.330 -0.263  0.64
O -0.619 -1.950 -1.500  -0.69
H -1.360 -1.551 0.422  0.14
H -0.433 -2.669 -2.087  0.50
C 0.364 1.768 -0.210  -0.63
C 0.645 1.246 1.142  -0.60
H -0.625 1.966 -0.581  0.21
H 0.593 1.012 -0.932  0.20
H 0.949 2.634 -0.540  0.20
H 1.743 0.965 1.278  0.22
H 0.277 2.064 1.840  0.21
H -0.066 0.273 1.331  0.19


Entry ii
C3H8O2 | the ωB97M-V functional and the def2-TZVPD basis

Computed properties:
**Gap between HOMO and LUMO**: 9.28 eV
**Spin multiplicity**: 1
**SMILES**: C/C=C/O.O

Last column: natural (NBO) charge in e.
Atoms and positions in Å:
C -2.680 0.935 1.284  -0.63
C -1.203 0.886 0.996  -0.29
C -0.849 0.886 -0.347  0.10
O 0.540 0.610 -0.595  -0.71
H -3.212 1.413 0.541  0.22
H -2.990 1.250 2.423  0.21
H -3.035 -0.067 1.379  0.21
H -0.265 0.733 1.586  0.24
H -1.489 0.789 -1.283  0.18
H 0.666 0.661 -1.578  0.47
O 4.782 -2.413 -1.723  -0.94
H 5.630 -2.851 -1.506  0.47
H 4.106 -2.833 -1.176  0.47


Entry iii
C3H8O2 | the ωB97M-V functional and the def2-TZVPD basis

Computed properties:
**Gap between HOMO and LUMO**: 10.90 eV
**Spin multiplicity**: 1
**SMILES**: C=O.CCO

Last column: natural (NBO) charge in e.
Atoms and positions in Å:
C 2.257 0.441 0.024  0.28
O 2.226 -0.750 0.154  -0.51
H 3.127 1.050 0.323  0.10
H 1.446 0.987 -0.476  0.13
C -1.017 -0.778 -0.750  -0.63
C -0.936 -0.173 0.654  -0.08
O -0.672 1.239 0.617  -0.73
H -0.266 -0.293 -1.367  0.21
H -0.904 -1.858 -0.736  0.22
H -1.998 -0.527 -1.169  0.19
H -0.020 -0.559 1.101  0.19
H -1.758 -0.444 1.315  0.16
H -1.485 1.665 0.310  0.46


Which one sits at the top of the stability order? entry i does.


Entry i
C3H8O2 | the ωB97M-V functional and the def2-TZVPD basis

Computed properties:
**Gap between HOMO and LUMO**: 11.24 eV
**Spin multiplicity**: 1
**SMILES**: OCCCO

Last column: natural (NBO) charge in e.
Atoms and positions in Å:
O -0.674 0.410 2.337  -0.72
C -0.844 0.114 0.975  -0.05
C 0.477 -0.040 0.213  -0.46
C 0.205 0.161 -1.309  -0.07
O 0.804 -0.717 -2.264  -0.70
H 0.288 0.426 2.576  0.47
H -1.489 -0.729 0.757  0.17
H -1.400 0.977 0.597  0.16
H 1.257 0.656 0.558  0.20
H 0.945 -1.004 0.364  0.20
H -0.924 0.226 -1.425  0.16
H 0.712 1.108 -1.501  0.18
H 0.643 -1.589 -1.879  0.46


Entry ii
C3H8O2 | the ωB97M-V functional and the def2-TZVPD basis

Computed properties:
**Gap between HOMO and LUMO**: 10.57 eV
**Spin multiplicity**: 1
**SMILES**: C=CCO.O

Last column: natural (NBO) charge in e.
Atoms and positions in Å:
C 0.355 -1.456 -0.359  -0.40
C 0.344 -0.175 -0.758  -0.20
C -0.952 0.556 -0.960  -0.11
O -1.370 1.090 0.291  -0.74
H 1.243 -2.028 -0.075  0.20
H -0.547 -2.047 -0.300  0.19
H 1.246 0.421 -0.756  0.22
H -0.841 1.420 -1.765  0.17
H -1.896 -0.038 -1.212  0.20
H -0.997 1.955 0.478  0.47
O 1.525 0.241 1.763  -0.95
H 1.203 -0.703 1.742  0.48
H 0.687 0.764 1.912  0.47


Which one sits at the top of the stability order? entry i does.


Entry i
ClH4N2OP | the ωB97M-V functional and the def2-TZVPD basis

Computed properties:
**Gap between HOMO and LUMO (spin up / spin down)**: 6.24 / 6.24 eV
**Spin multiplicity**: 1

Last column: natural (NBO) charge in e.
Atoms and positions in Å:
N 0.247 -0.484 -0.738  -1.14
N 0.699 1.227 1.159  -1.16
O -2.248 0.972 -0.061  -0.91
P 0.855 1.019 -0.495  1.36
Cl -2.631 -0.608 -0.467  0.10
H -0.570 -0.715 -0.132  0.44
H 0.317 -1.041 -1.610  0.44
H -0.291 1.031 1.399  0.45
H 1.026 2.205 1.501  0.43


Entry ii
ClH4N2OP | the ωB97M-V functional and the def2-TZVPD basis

Computed properties:
**Gap between HOMO and LUMO**: 10.39 eV
**Spin multiplicity**: 1

Last column: natural (NBO) charge in e.
Atoms and positions in Å:
N 0.040 -0.045 -0.219  -1.19
N -1.737 -1.500 0.959  -1.28
O -2.284 -0.305 -1.414  -1.02
P -1.452 -0.587 -0.254  2.24
Cl 3.565 1.898 -0.570  -0.25
H 0.315 0.665 -0.872  0.42
H 0.579 0.161 0.588  0.43
H 3.639 1.515 0.607  0.25
H -2.666 -1.803 1.177  0.40


Which one sits at the top of the stability order? entry ii does.


Entry i
C5H9N3 | the ωB97M-V functional and the def2-TZVPD basis

Computed properties:
**Gap between HOMO and LUMO**: 10.17 eV
**Spin multiplicity**: 1
**SMILES**: [H]/N=C1\CN[C@H]2C[C@@H]2N1

Last column: natural (NBO) charge in e.
Atoms and positions in Å:
H -0.864 -1.977 2.386  0.33
N -1.504 -1.571 1.709  -0.65
C -0.771 -0.832 0.910  0.39
C 0.629 -0.488 1.022  -0.36
N 1.697 -0.056 0.034  -0.55
C 0.711 0.930 -0.526  -0.10
C -0.069 1.544 -1.688  -0.38
C -0.526 0.305 -0.914  -0.08
N -1.474 -0.089 0.008  -0.59
H 0.797 0.368 1.886  0.25
H 1.201 -1.361 1.434  0.23
H 1.802 -0.707 -0.748  0.34
H 0.508 1.648 0.230  0.18
H 0.330 1.169 -2.583  0.23
H -0.292 2.459 -1.335  0.23
H -0.049 -0.545 -1.453  0.14
H -2.126 -0.796 -0.372  0.39


Entry ii
C5H9N3 | the ωB97M-V functional and the def2-TZVPD basis

Computed properties:
**Gap between HOMO and LUMO**: 8.87 eV
**Spin multiplicity**: 1

Last column: natural (NBO) charge in e.
Atoms and positions in Å:
C -0.695 0.181 -0.090  0.04
C 0.154 1.356 0.252  -0.25
C 1.583 -1.137 -0.476  -0.06
C 0.103 -1.106 -0.389  -0.29
C -0.587 -0.968 1.005  -0.44
H -2.121 -0.287 -1.334  0.35
H -2.692 0.587 -0.075  0.35
H 0.007 1.877 1.475  0.19
H -0.200 2.349 -0.470  0.24
H 2.180 1.979 0.232  0.38
H 2.008 -2.056 -0.677  0.20
H -0.420 -1.878 -1.051  0.22
H -1.517 -1.661 1.041  0.22
H 0.147 -0.934 1.951  0.24
N -1.930 0.550 -0.892  -0.78
N 1.689 1.158 -0.125  -0.44
N 2.290 -0.010 -0.376  -0.18


Which one sits at the top of the stability order? entry ii does.


Entry i
C5H9N3 | the ωB97M-V functional and the def2-TZVPD basis

Computed properties:
**Gap between HOMO and LUMO**: 8.72 eV
**Spin multiplicity**: 1
**SMILES**: [H]/N=C/N=C/N(C)C=C

Last column: natural (NBO) charge in e.
Atoms and positions in Å:
H 3.912 -1.418 0.040  0.33
N 2.888 -1.163 -0.069  -0.69
C 2.738 0.125 0.055  0.26
N 1.462 0.617 -0.036  -0.60
C 0.456 -0.189 -0.029  0.34
N -0.789 0.333 0.066  -0.41
C -0.835 1.809 -0.031  -0.40
C -2.008 -0.344 -0.028  0.02
C -2.183 -1.697 -0.015  -0.49
H 3.625 0.750 0.151  0.17
H 0.597 -1.289 -0.037  0.21
H -0.420 2.212 0.872  0.22
H -1.901 2.056 -0.145  0.19
H -0.212 2.183 -0.869  0.23
H -2.829 0.459 -0.065  0.20
H -3.207 -2.135 0.137  0.23
H -1.293 -2.309 0.003  0.20


Entry ii
C5H9N3 | the ωB97M-V functional and the def2-TZVPD basis

Computed properties:
**Gap between HOMO and LUMO**: 8.07 eV
**Spin multiplicity**: 1

Last column: natural (NBO) charge in e.
Atoms and positions in Å:
C -2.009 0.012 -0.841  -0.65
C 2.067 -1.331 0.138  -0.69
C -1.143 0.308 0.357  0.43
C 0.706 -0.785 0.304  0.35
C 0.612 0.886 -0.508  -0.04
N -0.385 -1.098 0.747  -0.46
N -1.406 1.112 1.309  -0.71
N 1.032 1.972 -0.022  -0.56
H -1.435 0.693 2.234  0.37
H 0.623 2.111 0.916  0.35
H 0.824 0.684 -1.564  0.16
H -1.463 -0.498 -1.633  0.22
H -2.831 -0.632 -0.518  0.25
H -2.413 0.952 -1.209  0.24
H 2.784 -0.689 0.651  0.25
H 2.098 -2.339 0.556  0.25
H 2.340 -1.358 -0.917  0.24


Entry iii
C5H9N3 | the ωB97M-V functional and the def2-TZVPD basis

Computed properties:
**Gap between HOMO and LUMO**: 8.51 eV
**Spin multiplicity**: 1
**SMILES**: [H]/N=C/[C@H](N)C=C.C#N

Last column: natural (NBO) charge in e.
Atoms and positions in Å:
H -0.411 -2.109 -1.750  0.34
N -0.044 -1.735 -0.876  -0.65
C 0.260 -0.508 -0.914  0.04
C -0.007 0.376 0.654  -0.05
N 0.478 -0.387 1.705  -0.81
C -1.471 0.572 0.600  -0.19
C -2.059 1.626 0.046  -0.38
H 0.057 0.153 -1.772  0.15
H 0.567 1.294 0.521  0.20
H 1.496 -0.538 1.617  0.40
H 0.016 -1.290 1.759  0.37
H -2.057 -0.246 0.997  0.21
H -1.487 2.455 -0.351  0.19
H -3.133 1.730 0.029  0.20
C 2.392 -0.483 -0.760  0.07
N 2.866 -0.687 0.291  -0.34
H 2.537 -0.224 -1.796  0.24


Entry iv
C5H9N3 | the ωB97M-V functional and the def2-TZVPD basis

Computed properties:
**Gap between HOMO and LUMO (spin up / spin down)**: 7.95 / 7.95 eV
**Spin multiplicity**: 1

Last column: natural (NBO) charge in e.
Atoms and positions in Å:
C -0.001 -0.749 1.516  -0.51
C 0.845 0.452 2.064  -0.03
C -0.118 -0.474 0.072  0.25
C 0.115 -1.647 -0.886  -0.64
C -0.697 1.287 -1.681  -0.40
N 0.783 1.621 1.534  -0.22
N 0.129 1.882 0.399  -0.24
N -0.285 0.813 -0.345  -0.14
H 0.503 -1.679 1.603  0.22
H -1.084 -0.776 1.874  0.20
H 1.465 0.484 2.875  0.19
H 1.177 -1.633 -1.022  0.23
H -0.421 -1.461 -1.745  0.22
H -0.170 -2.405 -0.274  0.22
H 0.131 1.055 -2.437  0.21
H -1.650 0.933 -1.863  0.21
H -0.723 2.294 -1.682  0.24


Which one sits at the top of the stability order? entry i does.


Entry i
C7H9N | the ωB97M-V functional and the def2-TZVPD basis

Computed properties:
**Gap between HOMO and LUMO**: 9.18 eV
**Spin multiplicity**: 1
**SMILES**: C1=C[C@H]2[C@H]3C[C@@H]1CN32

Last column: natural (NBO) charge in e.
Atoms and positions in Å:
C 1.490 0.053 -0.434  -0.21
C 1.014 1.250 -0.284  -0.24
C -0.478 1.349 -0.124  -0.15
C -1.388 0.034 -0.568  -0.10
C -0.571 -1.279 -0.855  -0.42
C 0.717 -1.010 0.063  -0.31
C 0.223 -0.451 1.337  -0.24
N -1.107 0.315 0.847  -0.40
H 2.436 -0.277 -0.769  0.22
H 1.528 2.254 -0.728  0.23
H -1.253 2.128 -0.122  0.24
H -2.309 0.510 -1.153  0.25
H -0.164 -1.656 -1.889  0.24
H -1.067 -2.151 -0.053  0.23
H 1.473 -1.954 0.087  0.22
H -0.031 -1.126 2.207  0.22
H 1.096 0.390 1.679  0.23


Entry ii
C7H9N | the ωB97M-V functional and the def2-TZVPD basis

Computed properties:
**Gap between HOMO and LUMO**: 9.29 eV
**Spin multiplicity**: 1
**SMILES**: CNc1ccccc1

Last column: natural (NBO) charge in e.
Atoms and positions in Å:
C -0.282 -1.641 2.106  -0.38
N 0.795 -0.924 1.320  -0.60
C 0.404 -0.188 0.251  0.14
C 1.294 0.877 -0.195  -0.19
C 1.012 1.760 -1.188  -0.23
C -0.230 1.638 -1.846  -0.21
C -1.133 0.637 -1.440  -0.22
C -0.784 -0.162 -0.396  -0.26
H 0.121 -2.164 2.856  0.20
H -1.114 -1.133 2.299  0.20
H -0.981 -2.497 1.462  0.13
H 1.412 -1.594 0.959  0.37
H 2.117 0.804 0.214  0.18
H 1.664 2.639 -1.307  0.22
H -0.583 2.414 -2.808  0.21
H -2.126 0.495 -2.063  0.22
H -1.588 -0.963 -0.223  0.20


Entry iii
C7H9N | the ωB97M-V functional and the def2-TZVPD basis

Computed properties:
**Gap between HOMO and LUMO**: 9.06 eV
**Spin multiplicity**: 1
**SMILES**: C=C1C=C[C@]2(CN2)C1

Last column: natural (NBO) charge in e.
Atoms and positions in Å:
C 2.740 -0.691 0.166  -0.41
C 1.547 -0.035 -0.005  -0.01
C 1.101 1.348 0.032  -0.25
C -0.253 1.299 -0.113  -0.13
C -0.871 -0.009 0.018  0.00
C -2.116 -0.292 0.770  -0.24
N -2.205 -0.165 -0.641  -0.56
C 0.280 -0.947 -0.249  -0.44
H 3.675 -0.204 0.451  0.20
H 2.794 -1.772 0.000  0.20
H 1.885 2.234 -0.112  0.24
H -1.026 2.089 -0.279  0.22
H -2.486 0.535 1.452  0.20
H -2.200 -1.328 1.128  0.19
H -2.163 -1.222 -0.913  0.34
H 0.271 -1.278 -1.250  0.22
H 0.116 -1.931 0.295  0.21


Which one sits at the top of the stability order? entry ii does.